{"formula": "C36H28Br2CdN5O2PS", "method": "ωB97M-V/def2-TZVPD", "e_tot_ev": -214108.1145, "de_lowest_kcal_mol": 0.0, "homo_ev": -6.32, "charge": 0, "e_lumo_ha": -0.020, "largest_force_ha_per_bohr": 0.06183, "symbols": ["Cd", "N", "C", "S", "N", "N", "C", "C", "C", "C", "C", "C", "C", "O", "H", "H", "H", "H", "H", "H", "H", "Br", "C", "C", "C", "N", "C", "C", "C", "C", "C", "Br", "C", "C", "N", "H", "H", "H", "H", "H", "H", "O", "P", "C", "C", "C", "C", "C", "C", "C", "C", "C", "C", "C", "C", "C", "C", "C", "C", "C", "C", "H", "H", "H", "H", "H", "H", "H", "H", "H", "H", "H", "H", "H", "H", "H"], "positions_angstrom": [[-0.4619, 1.8185, -0.2203], [-1.4081, 6.0059, -1.0275], [-1.4205, 4.7010, -0.6681], [-1.2048, 3.5258, -1.8989], [-1.6510, 4.5035, 0.6711], [-1.5191, 3.2473, 1.1109], [-1.9784, 2.9427, 2.3183], [-1.7844, 1.7488, 3.0558], [-2.3147, 1.7897, 4.3781], [-2.1276, 0.7229, 5.2281], [-1.4312, -0.4240, 4.8025], [-0.9121, -0.5208, 3.5320], [-1.0703, 0.5429, 2.5883], [-0.5616, 0.3916, 1.4185], [-1.3277, 6.2772, -1.9866], [-1.7054, 6.6715, -0.3254], [-2.5330, 3.7181, 2.8520], [-2.8372, 2.6896, 4.6902], [-2.5178, 0.7658, 6.2414], [-1.3048, -1.2403, 5.4995], [-0.3882, -1.4071, 3.1910], [5.5416, 1.3956, 3.6733], [4.0063, 1.7423, 2.6610], [2.7994, 2.0833, 3.2894], [1.7167, 2.3758, 2.4721], [1.7368, 2.2888, 1.1360], [2.8833, 1.9381, 0.5396], [4.0710, 1.6711, 1.2716], [2.8520, 1.8516, -0.9305], [4.0277, 1.7508, -1.7086], [3.8867, 1.6046, -3.0846], [5.3991, 1.3963, -4.1628], [2.6026, 1.6085, -3.6646], [1.5074, 1.7484, -2.8177], [1.6318, 1.8583, -1.4953], [2.7239, 2.1404, 4.3664], [0.7961, 2.7546, 2.9064], [4.9785, 1.3771, 0.7785], [5.0131, 1.8227, -1.2611], [2.4727, 1.5627, -4.7331], [0.5067, 1.7853, -3.2151], [-1.0727, 0.0956, -1.5994], [-0.8851, -1.4184, -1.3205], [-1.7892, -1.9693, 0.1147], [-2.9576, -1.2701, 0.4611], [-3.7316, -1.6987, 1.5412], [-3.3660, -2.8221, 2.2837], [-2.1925, -3.5073, 1.9358], [-1.3928, -3.0842, 0.8684], [0.8493, -1.8022, -1.1123], [1.5095, -1.3532, 0.0291], [2.8879, -1.5377, 0.1657], [3.6198, -2.1741, -0.8351], [2.9518, -2.6414, -1.9773], [1.5759, -2.4528, -2.1265], [-1.5459, -2.3402, -2.6688], [-1.9190, -1.6492, -3.8292], [-2.4482, -2.3534, -4.9203], [-2.6510, -3.7390, -4.8641], [-2.3001, -4.4164, -3.6851], [-1.7591, -3.7278, -2.5870], [-3.2274, -0.3689, -0.0622], [-4.5967, -1.1050, 1.8126], [-3.9572, -3.1472, 3.1260], [-1.8960, -4.3975, 2.4821], [-0.4871, -3.6269, 0.6262], [0.9588, -0.8755, 0.8255], [3.3920, -1.1589, 1.0497], [4.6872, -2.3084, -0.7263], [3.5096, -3.1376, -2.7613], [1.0867, -2.8037, -3.0350], [-1.8266, -0.5754, -3.8714], [-2.7141, -1.8069, -5.8125], [-3.0751, -4.2799, -5.6975], [-2.4478, -5.4802, -3.5978], [-1.4831, -4.2930, -1.7045]], "lowdin_charge": [1.25, 0.04, -0.92, 0.49, -0.07, -0.17, -0.12, -0.17, -0.06, -0.12, -0.10, -0.04, -0.38, -0.25, 0.07, 0.09, 0.11, 0.10, 0.09, 0.09, 0.10, 0.78, -0.69, -0.07, -0.10, 0.08, -0.22, -0.06, -0.21, -0.05, -0.69, 0.78, -0.08, -0.15, 0.04, 0.11, 0.11, 0.09, 0.10, 0.10, 0.06, -0.46, 0.81, -0.29, -0.06, -0.06, -0.07, -0.08, -0.08, -0.27, -0.07, -0.07, -0.07, -0.07, -0.06, -0.29, -0.05, -0.07, -0.07, -0.07, -0.06, 0.11, 0.11, 0.10, 0.10, 0.11, 0.08, 0.10, 0.10, 0.10, 0.11, 0.10, 0.10, 0.10, 0.10, 0.10]}